No. 1
Entry from the OMol25 dataset: 7 unconnected molecules or ions with the total composition C22H34Br8N2O (ωB97M-V with the def2-TZVPD basis set).

Positions of all 67 atoms, in Å:
C (4.089, 0.423, 2.495)
C (3.728, -0.692, 3.252)
C (3.890, -1.958, 2.732)
N (4.361, -2.178, 1.494)
C (4.715, -1.111, 0.779)
C (4.682, 0.189, 1.273)
H (3.845, 1.402, 2.879)
H (3.284, -0.544, 4.230)
H (3.588, -2.858, 3.253)
H (4.899, -1.371, -0.258)
H (4.978, 1.022, 0.648)
C (-5.685, 0.594, -4.043)
C (-4.720, 1.204, -3.259)
C (-3.759, 0.388, -2.683)
N (-3.685, -0.941, -2.800)
C (-4.636, -1.483, -3.564)
C (-5.642, -0.794, -4.204)
H (-6.535, 1.100, -4.482)
H (-4.668, 2.257, -3.030)
H (-3.043, 0.751, -1.949)
H (-4.707, -2.567, -3.506)
H (-6.445, -1.296, -4.722)
C (0.376, -1.464, -0.530)
C (1.076, -0.357, 0.267)
C (-0.149, 0.355, 0.861)
O (-1.080, 0.332, -0.224)
C (-0.995, -0.912, -0.898)
H (0.298, -2.294, 0.174)
H (0.996, -1.825, -1.350)
H (1.693, 0.264, -0.380)
H (1.673, -0.824, 1.046)
H (-0.092, 1.397, 1.158)
H (-0.584, -0.189, 1.710)
H (-1.085, -0.725, -1.973)
H (-1.839, -1.593, -0.760)
Br (-1.181, 1.299, -4.554)
C (0.602, 0.668, -3.992)
C (1.086, -0.446, -4.863)
Br (2.902, -0.935, -4.368)
H (0.495, 0.421, -2.943)
H (1.346, 1.462, -4.088)
H (1.151, -0.115, -5.894)
H (0.475, -1.339, -4.754)
Br (-1.630, 2.650, 3.299)
C (-3.294, 3.106, 2.345)
C (-3.034, 3.144, 0.830)
Br (-4.695, 3.491, -0.152)
H (-3.652, 4.103, 2.585)
H (-4.044, 2.349, 2.545)
H (-2.550, 2.213, 0.530)
H (-2.319, 3.931, 0.604)
Br (1.511, 3.782, 2.081)
C (1.550, 4.263, 3.989)
C (2.672, 5.208, 4.328)
Br (4.455, 4.591, 3.797)
H (1.687, 3.331, 4.530)
H (0.587, 4.699, 4.238)
H (2.723, 5.392, 5.401)
H (2.511, 6.204, 3.919)
Br (-1.123, -5.555, 0.221)
C (0.408, -5.922, 1.406)
C (1.661, -6.044, 0.611)
Br (2.220, -4.467, -0.363)
H (0.154, -6.845, 1.920)
H (0.463, -5.111, 2.131)
H (1.501, -6.835, -0.127)
H (2.538, -6.394, 1.153)

Results
- HOMO-LUMO gap (Eh) = 0.353
- structure (SMILES) = c1ccncc1.c1ccncc1.C1CCOC1.BrCCBr.BrCCBr.BrCCBr.BrCCBr
- maximum force (eV Å⁻¹) = 1.66

---

No. 2
Entry from the OMol25 dataset: a molecular structure, C22H34CeN2O6P2 (ωB97M-V with the def2-TZVPD basis set).

Positions of all 67 atoms, in Å:
P (-1.722, 0.799, -1.262)
P (1.229, -1.753, 1.217)
C (-0.690, -0.647, -0.814)
C (-0.620, -1.404, 0.569)
H (0.338, -0.497, -1.193)
H (-1.142, -1.394, -1.483)
H (-1.294, -1.046, 1.412)
H (-1.043, -2.369, 0.326)
C (1.945, -2.934, 0.055)
H (2.969, -2.589, -0.143)
H (1.406, -2.978, -0.897)
H (2.000, -3.932, 0.505)
C (1.019, -2.662, 2.772)
H (0.998, -3.743, 2.597)
H (0.135, -2.361, 3.345)
H (1.902, -2.420, 3.378)
C (-2.289, 0.611, -2.921)
H (-2.265, 1.601, -3.401)
H (-3.319, 0.226, -2.922)
H (-1.631, -0.073, -3.478)
C (-3.050, 1.096, -0.118)
H (-2.852, 0.754, 0.917)
H (-3.925, 0.564, -0.527)
H (-3.269, 2.178, -0.109)
Ce (0.124, 0.790, 1.225)
C (-1.757, -4.184, 1.311)
C (-1.004, -4.492, 0.234)
C (-1.554, -5.013, -1.069)
C (-2.763, -4.256, -1.672)
C (-2.894, -2.802, -1.332)
C (-3.436, -2.360, -0.189)
C (-4.121, -3.303, 0.768)
C (-3.229, -4.428, 1.372)
C (-0.640, 2.224, -1.241)
H (-1.286, -3.814, 2.225)
H (0.091, -4.504, 0.307)
H (-1.845, -6.075, -0.965)
H (-0.737, -4.999, -1.812)
H (-2.651, -4.312, -2.762)
H (-3.683, -4.806, -1.431)
H (-2.765, -2.134, -2.200)
H (-3.608, -1.292, 0.004)
H (-4.978, -3.797, 0.262)
H (-4.543, -2.721, 1.603)
H (-3.516, -4.523, 2.428)
H (-3.497, -5.378, 0.886)
H (-0.592, 2.745, -0.255)
H (-1.142, 2.894, -1.955)
H (0.374, 1.990, -1.604)
O (4.072, 1.494, 0.560)
C (3.186, 2.333, 0.637)
O (1.884, 2.058, 0.828)
C (3.553, 3.825, 0.574)
C (2.602, 4.852, 0.683)
C (2.987, 6.211, 0.562)
C (4.321, 6.591, 0.342)
C (5.280, 5.572, 0.229)
C (4.893, 4.203, 0.333)
N (6.652, 5.930, 0.021)
O (6.928, 7.149, -0.042)
O (7.511, 5.030, -0.077)
N (1.983, 7.246, 0.652)
O (0.799, 6.881, 0.824)
O (2.321, 8.446, 0.561)
H (1.566, 4.602, 0.887)
H (4.604, 7.640, 0.228)
H (5.680, 3.458, 0.237)

Results
- HOMO-LUMO gap (alpha / beta) (Eh) = 0.233 / 0.223
- maximum force (eV Å⁻¹) = 3.80
- net charge = +2

---

No. 3
Entry from the OMol25 dataset: a single C22H34N4O5S molecule (ωB97M-V with the def2-TZVPD basis set).

Positions of all 66 atoms, in Å:
C (1.573, 5.135, -1.934)
C (0.649, 3.920, -2.012)
C (-0.689, 4.219, -1.337)
C (0.452, 3.486, -3.463)
O (1.364, 2.892, -1.276)
C (0.826, 1.684, -1.106)
O (-0.237, 1.291, -1.547)
N (1.634, 0.915, -0.343)
C (1.315, -0.461, -0.011)
C (2.589, -1.231, 0.339)
C (3.591, -1.131, -0.776)
C (4.675, -0.268, -0.685)
C (5.571, -0.147, -1.733)
C (5.390, -0.885, -2.889)
C (4.313, -1.750, -2.989)
C (3.420, -1.871, -1.940)
C (0.328, -0.448, 1.170)
O (0.655, -0.719, 2.315)
N (-0.902, -0.066, 0.811)
C (-1.978, 0.123, 1.765)
C (-3.316, 0.068, 1.048)
S (-3.572, -1.507, 0.181)
C (-3.846, -2.627, 1.637)
C (-4.484, -3.926, 1.152)
C (-3.462, -4.760, 0.386)
C (-2.224, -4.951, 1.260)
C (-1.699, -3.580, 1.674)
O (-2.680, -2.826, 2.365)
C (-1.805, 1.480, 2.471)
O (-2.494, 2.459, 2.250)
N (-0.796, 1.472, 3.358)
N (-0.357, 2.667, 3.967)
H (2.539, 4.897, -2.372)
H (1.724, 5.423, -0.897)
H (1.134, 5.969, -2.474)
H (-1.355, 3.365, -1.417)
H (-1.156, 5.075, -1.816)
H (-0.537, 4.444, -0.283)
H (1.412, 3.245, -3.915)
H (-0.188, 2.609, -3.509)
H (-0.012, 4.291, -4.025)
H (2.478, 1.321, 0.028)
H (0.819, -0.901, -0.885)
H (2.995, -0.826, 1.267)
H (2.316, -2.272, 0.519)
H (4.830, 0.305, 0.219)
H (6.411, 0.527, -1.647)
H (6.087, -0.790, -3.708)
H (4.169, -2.332, -3.887)
H (2.583, -2.549, -2.021)
H (-1.050, 0.269, -0.140)
H (-1.903, -0.674, 2.515)
H (-4.134, 0.219, 1.753)
H (-3.363, 0.842, 0.282)
H (-4.523, -2.081, 2.301)
H (-4.831, -4.479, 2.029)
H (-5.343, -3.689, 0.524)
H (-3.188, -4.233, -0.530)
H (-3.893, -5.724, 0.113)
H (-2.486, -5.522, 2.153)
H (-1.445, -5.489, 0.719)
H (-1.379, -3.024, 0.781)
H (-0.858, -3.656, 2.366)
H (-0.146, 0.689, 3.397)
H (-0.642, 2.668, 4.948)
H (-0.860, 3.426, 3.503)

Results
- HOMO-LUMO gap (Eh) = 0.346
- structure (SMILES) = CC(C)(C)OC(=O)N[C@@H](Cc1ccccc1)C(=O)N[C@H](CS[C@H]1CCCCO1)C(=O)NN
- maximum force (eV Å⁻¹) = 0.96
- energy relative to the best compared isomer or geometry (same formula, charge and spin) (kcal per mole) = 0.0

---

No. 4
Entry from the OMol25 dataset: a molecular structure, C22H34N4OPtSSi (ωB97M-V with the def2-TZVPD basis set).

Positions of all 64 atoms, in Å:
Pt (1.542, 0.177, -0.479)
C (0.201, -0.893, -3.873)
C (-0.197, -2.327, -3.522)
C (-1.126, -2.428, -2.333)
C (-2.471, -2.706, -2.540)
C (-3.365, -2.759, -1.482)
C (-2.912, -2.538, -0.194)
C (-1.573, -2.253, 0.059)
C (-1.128, -1.997, 1.477)
C (-1.600, -0.634, 1.984)
C (-0.687, -2.202, -1.018)
N (0.678, -1.879, -0.799)
C (1.596, -2.769, -0.982)
C (2.951, -2.371, -0.983)
C (4.166, -3.050, -1.107)
C (5.160, -2.073, -1.063)
C (4.508, -0.841, -0.918)
N (3.183, -1.022, -0.881)
H (0.874, -0.882, -4.731)
H (0.715, -0.407, -3.040)
H (-0.678, -0.297, -4.123)
H (0.706, -2.919, -3.358)
H (-0.700, -2.780, -4.379)
H (-2.820, -2.877, -3.551)
H (-4.410, -2.978, -1.663)
H (-3.602, -2.591, 0.640)
H (-0.043, -2.049, 1.546)
H (-1.531, -2.787, 2.117)
H (-1.187, 0.165, 1.365)
H (-1.279, -0.472, 3.016)
H (-2.689, -0.558, 1.953)
H (1.324, -3.811, -1.149)
H (4.295, -4.116, -1.213)
H (6.225, -2.221, -1.135)
H (4.937, 0.146, -0.849)
S (2.125, -0.181, 1.911)
C (1.300, 0.975, 2.872)
N (0.589, 1.959, 2.356)
C (-0.170, 2.893, 3.172)
C (0.531, 3.104, 4.502)
C (0.766, 1.756, 5.160)
N (1.412, 0.864, 4.208)
H (0.443, 1.950, 1.324)
H (-1.185, 2.512, 3.331)
H (-0.256, 3.827, 2.619)
H (-0.073, 3.736, 5.152)
H (1.487, 3.604, 4.334)
H (-0.184, 1.328, 5.495)
H (1.413, 1.854, 6.032)
H (1.953, 0.083, 4.539)
C (-2.301, 1.053, -1.489)
Si (-0.985, 2.336, -1.152)
C (-1.755, 3.743, -0.176)
C (-0.336, 3.000, -2.777)
O (0.240, 1.736, -0.252)
H (-3.140, 1.490, -2.038)
H (-2.691, 0.625, -0.563)
H (-1.905, 0.230, -2.086)
H (-2.581, 4.201, -0.726)
H (-1.023, 4.529, 0.031)
H (-2.152, 3.385, 0.778)
H (-1.133, 3.439, -3.383)
H (0.128, 2.201, -3.361)
H (0.422, 3.768, -2.606)

Results
- HOMO-LUMO gap (alpha / beta) (Eh) = 0.275 / 0.256
- multiplicity = 3
- maximum force (eV Å⁻¹) = 0.17
- energy relative to the best compared isomer or geometry (same formula, charge and spin) (kcal per mole) = 0.3

---

No. 5
Entry from the OMol25 dataset: a molecular structure, C22H34O36S8 (ωB97M-V with the def2-TZVPD basis set).

Positions of all 100 atoms, in Å:
C (-0.860, -0.945, 1.533)
C (-0.390, 0.268, 1.058)
C (-0.869, 0.707, -0.311)
O (-0.393, 1.738, -0.882)
C (-1.819, -0.060, -0.991)
C (-2.399, -1.265, -0.471)
C (-1.789, -1.800, 0.891)
O (-2.153, -2.885, 1.348)
O (-3.307, -1.925, -0.962)
O (0.271, 0.988, 1.866)
H (-0.716, -1.160, 2.583)
H (-2.106, 0.233, -1.996)
C (1.085, -5.601, 0.590)
C (0.732, -4.465, 1.578)
O (1.640, -3.395, 1.279)
S (2.071, -3.463, -0.237)
O (3.412, -3.066, -0.469)
O (1.053, -2.951, -1.068)
O (2.056, -5.071, -0.302)
H (0.193, -5.826, 0.004)
H (1.374, -6.503, 1.126)
H (0.733, -4.701, 2.635)
H (-0.263, -4.094, 1.312)
C (2.792, 3.069, 2.473)
C (3.398, 1.820, 1.815)
O (4.773, 2.161, 1.541)
S (5.180, 3.508, 2.244)
O (6.057, 4.212, 1.398)
O (5.539, 3.292, 3.604)
O (3.722, 4.145, 2.178)
H (2.856, 2.993, 3.557)
H (1.814, 3.258, 2.044)
H (2.907, 1.653, 0.862)
H (3.301, 0.926, 2.423)
C (1.371, -0.081, -3.017)
C (2.762, -0.676, -3.079)
O (2.858, -1.172, -4.435)
S (2.147, -0.169, -5.441)
O (1.561, -0.951, -6.466)
O (3.039, 0.869, -5.818)
O (1.115, 0.407, -4.381)
H (1.347, 0.887, -2.523)
H (0.600, -0.779, -2.708)
H (2.889, -1.537, -2.433)
H (3.561, 0.062, -3.007)
C (-2.094, 3.473, -3.195)
C (-1.871, 4.186, -4.556)
O (-3.178, 4.374, -5.132)
S (-4.121, 3.207, -4.595)
O (-3.763, 1.968, -5.195)
O (-5.465, 3.638, -4.659)
O (-3.561, 3.289, -3.133)
H (-2.039, 4.093, -2.306)
H (-1.620, 2.515, -3.003)
H (-1.180, 3.670, -5.216)
H (-1.534, 5.210, -4.413)
C (-4.333, -0.884, 6.014)
C (-4.196, -2.057, 7.007)
O (-3.401, -3.007, 6.301)
S (-3.104, -2.551, 4.780)
O (-3.319, -3.642, 3.942)
O (-1.964, -1.730, 4.700)
O (-4.395, -1.590, 4.781)
H (-3.480, -0.215, 6.131)
H (-5.279, -0.359, 6.107)
H (-5.174, -2.486, 7.227)
H (-3.712, -1.753, 7.933)
C (-1.499, -2.247, -4.083)
C (-2.767, -1.555, -4.602)
O (-3.797, -2.526, -4.598)
S (-3.283, -3.996, -4.260)
O (-3.667, -4.869, -5.315)
O (-3.655, -4.363, -2.949)
O (-1.734, -3.666, -4.314)
H (-1.462, -2.169, -2.994)
H (-0.605, -1.929, -4.605)
H (-2.543, -1.262, -5.630)
H (-3.016, -0.711, -3.967)
C (1.095, -1.213, 4.493)
C (1.779, 0.154, 4.654)
O (1.720, 0.446, 6.059)
S (0.751, -0.516, 6.868)
O (-0.559, 0.032, 6.911)
O (1.377, -0.853, 8.093)
O (0.835, -1.687, 5.830)
H (1.650, -1.948, 3.921)
H (0.121, -1.110, 4.025)
H (1.307, 0.935, 4.067)
H (2.843, -0.001, 4.480)
C (2.638, 3.325, -1.138)
C (1.771, 4.555, -1.271)
O (1.919, 5.047, -2.600)
S (2.461, 3.889, -3.561)
O (3.358, 4.454, -4.500)
O (1.322, 3.201, -4.042)
O (3.211, 3.046, -2.450)
H (2.015, 2.446, -0.952)
H (3.446, 3.422, -0.421)
H (1.892, 5.333, -0.514)
H (0.711, 4.332, -1.100)

Results
- HOMO-LUMO gap (Eh) = 0.206
- maximum force (eV Å⁻¹) = 2.04
- energy relative to the best compared isomer or geometry (same formula, charge and spin) (kcal per mole) = 8.5
- net charge = -2

---

No. 6
Entry from the OMol25 dataset: a molecular structure, C22H35AlN3O3SSi4 (ωB97M-V with the def2-TZVPD basis set).

Positions of all 69 atoms, in Å:
Al (-0.312, -1.891, 0.056)
O (3.404, -2.396, -1.485)
C (2.225, -2.234, -1.176)
N (1.645, -2.019, 0.008)
C (2.243, -2.237, 1.260)
O (3.454, -2.378, 1.448)
C (1.247, -2.411, 2.299)
C (1.650, -2.784, 3.597)
C (0.703, -3.080, 4.541)
C (-0.671, -3.032, 4.149)
C (-0.964, -2.604, 2.884)
N (-0.070, -1.962, 2.090)
C (1.179, -2.443, -2.270)
C (1.602, -2.884, -3.517)
C (0.638, -3.198, -4.463)
C (-0.700, -3.097, -4.105)
C (-0.997, -2.624, -2.835)
N (-0.083, -2.021, -2.073)
H (2.710, -2.832, 3.812)
H (0.987, -3.376, 5.545)
H (-1.466, -3.293, 4.835)
H (-2.000, -2.566, 2.560)
H (2.663, -2.957, -3.706)
H (0.923, -3.532, -5.455)
H (-1.497, -3.344, -4.793)
H (-2.024, -2.533, -2.504)
C (1.902, 3.604, -0.950)
Si (1.761, 1.702, -0.996)
C (1.804, 1.188, -2.815)
C (3.278, 1.057, -0.093)
Si (-0.245, 1.000, -0.002)
Si (-2.071, 1.763, -1.260)
C (-3.710, 1.307, -0.452)
C (-2.008, 1.049, -3.010)
C (-2.048, 3.662, -1.444)
Si (-0.407, 1.640, 2.234)
C (-1.985, 0.932, 2.985)
C (-0.517, 3.537, 2.409)
C (1.111, 1.102, 3.205)
H (2.821, 3.961, -1.435)
H (1.916, 3.950, 0.086)
H (1.056, 4.071, -1.456)
H (2.798, 1.364, -3.243)
H (1.082, 1.769, -3.395)
H (1.572, 0.131, -2.941)
H (4.184, 1.275, -0.672)
H (3.259, -0.018, 0.079)
H (3.377, 1.552, 0.877)
H (-3.686, 0.244, -0.199)
H (-4.552, 1.486, -1.131)
H (-3.886, 1.893, 0.453)
H (-1.870, -0.033, -2.989)
H (-1.184, 1.485, -3.579)
H (-2.937, 1.260, -3.553)
H (-2.078, 4.132, -0.458)
H (-2.905, 4.037, -2.021)
H (-1.139, 3.990, -1.952)
H (-2.866, 1.428, 2.571)
H (-2.001, 1.074, 4.072)
H (-2.061, -0.137, 2.784)
H (-1.402, 3.919, 1.893)
H (0.365, 4.011, 1.973)
H (-0.582, 3.851, 3.459)
H (1.344, 0.051, 3.033)
H (0.952, 1.238, 4.280)
H (1.980, 1.700, 2.918)
S (-3.857, -1.953, 0.006)
C (-2.316, -1.926, 0.054)
O (-0.738, -3.621, -0.030)

Results
- HOMO-LUMO gap (alpha / beta) (Eh) = 0.145 / 0.189
- multiplicity = 2
- maximum force (eV Å⁻¹) = 2.81
- energy relative to the best compared isomer or geometry (same formula, charge and spin) (kcal per mole) = 58.4
- net charge = -2